No. 1
9
Properties=species:S:1:pos:R:3 method="wB97M-V/def2-TZVPD" e_lumo_ev=-1.861 homo_ev=-10.94 e_above_lowest_kcal_mol=64.5 gap_ev=9.07
H 0.18 -0.05 1.92
N -0.49 -1.75 -0.83
N 0.19 -2.00 1.23
C 0.18 -0.70 1.05
H -0.37 0.70 -1.94
C -0.38 -0.40 -0.26
O 0.06 0.50 -1.07
N -0.17 -2.57 0.02
F -1.93 0.03 0.38

No. 2
73
Properties=species:S:1:pos:R:3 method="wB97M-V/def2-TZVPD" e_lumo_ev="-0.445 / -0.720" homo_ev="-8.08 / -8.08" spin_multiplicity=2 e_above_lowest_kcal_mol=0.0 gap_ev="7.63 / 7.36"
C -2.81 -3.22 -0.31
F -1.61 3.86 1.64
C 1.46 -4.32 0.48
H 1.60 -4.08 1.54
H 2.06 -2.62 -2.47
H 1.97 -5.26 0.27
C -4.41 1.48 -0.64
H 3.25 3.17 -2.03
C -4.26 -1.32 -0.55
O 1.41 -1.97 0.01
C 3.02 0.45 -2.35
H 3.96 1.79 0.68
C 4.12 1.29 -0.27
O -2.21 0.30 -3.26
H 0.34 2.34 2.33
F -0.18 3.50 0.02
Ge 2.09 -0.71 1.13
C -3.17 0.92 -0.46
C -5.57 0.69 -0.78
C 1.65 -3.42 -1.85
O -0.40 1.71 -2.58
H -0.09 -0.49 4.83
In -0.29 0.55 -0.48
C 0.26 -0.78 3.83
H -2.13 -0.52 2.57
C -3.12 -0.51 -0.44
H 3.22 -0.59 -2.09
H 1.34 -0.89 3.88
H 3.95 -2.31 -0.80
C -1.65 0.44 2.79
H -4.92 -3.37 -0.56
F -0.09 6.27 -0.38
C 2.02 -3.20 -0.39
H 2.35 3.30 -0.52
C -0.14 0.28 2.81
H 0.57 -3.40 -1.98
F -1.27 6.52 1.42
C 3.54 -3.15 -0.25
H 1.54 2.77 -2.00
C -4.07 -2.71 -0.48
O -0.10 -0.59 -2.60
I -4.55 3.56 -0.75
H 1.62 1.48 3.19
C -5.51 -0.67 -0.73
O 0.28 -0.17 1.50
H 0.40 -4.47 0.30
H -0.19 -1.74 3.57
Cl -6.96 -1.61 -0.87
H 3.85 0.83 -2.94
H 4.90 1.82 -0.82
C 2.46 2.72 -1.43
O -2.06 1.61 -0.31
H -6.53 1.17 -0.92
H 4.48 0.28 -0.07
O 1.78 0.71 -0.27
C -1.03 4.35 0.57
N -1.88 -1.05 -0.30
O -0.34 0.58 -4.69
H 2.03 -4.37 -2.21
Cl -0.80 0.50 -3.35
H -0.70 -2.69 -0.10
C 0.54 1.61 3.12
C -0.42 5.73 0.79
H 3.99 -4.06 -0.64
H -2.00 0.78 3.76
H -1.97 1.16 2.04
H 0.18 2.02 4.06
C 2.84 1.28 -1.10
H -2.65 -4.29 -0.24
H 3.84 -3.05 0.80
F 0.70 5.64 1.53
C -1.72 -2.35 -0.23
H 2.12 0.46 -2.97

No. 3
76
Properties=species:S:1:pos:R:3 method="wB97M-V/def2-TZVPD" e_lumo_ev="2.523 / 2.523" homo_ev="-2.59 / -2.59" total_charge=-1 e_above_lowest_kcal_mol=26.9 gap_ev="5.11 / 5.11"
H 1.75 5.60 1.13
H -0.91 -0.73 4.44
C 2.03 -6.33 2.82
H -0.73 2.99 -3.97
C 4.52 -0.34 2.07
C 3.44 6.08 -1.82
C -3.86 -3.36 -1.30
C 2.48 3.94 -1.86
C -2.90 -3.02 -2.25
H -2.40 0.09 -0.52
C 3.68 0.24 1.06
O 1.39 1.84 -0.71
H 0.93 -6.34 0.41
C 1.75 -5.16 1.93
N 2.72 -1.64 1.62
C -2.14 4.15 -1.05
C -1.66 -2.56 -1.81
C 2.21 5.33 0.14
H 2.88 -6.13 3.49
H 3.90 1.10 0.47
H -4.63 1.56 -1.78
C 4.45 7.91 -0.94
H -1.18 4.49 -0.69
H 5.53 -0.05 2.41
C 1.42 2.88 0.09
C -1.39 -2.30 -0.41
O 4.34 7.07 -2.08
N -2.38 -2.13 1.92
C 1.06 -5.28 0.72
H 4.07 -2.14 3.30
H -5.67 -3.11 -2.51
H -0.09 -4.36 -0.89
C -3.60 -3.20 0.09
Ge -2.14 2.34 -1.78
C -3.24 -2.56 2.96
H 0.24 1.91 -2.84
C -5.25 -3.80 -1.74
C -2.44 -2.56 0.58
H -4.34 3.07 -2.73
H -3.95 1.45 -3.44
H -2.61 4.89 -1.73
H -2.80 4.14 -0.17
C -1.65 0.90 -0.65
N 2.60 -0.57 0.81
H 3.59 4.80 -3.56
C 0.84 -2.88 0.41
H 4.06 8.92 -1.19
H -3.21 -2.94 -3.31
O 3.44 7.35 0.00
H -1.14 1.25 -3.87
H -4.26 -3.67 0.80
H 5.43 7.87 -0.44
C -3.94 2.05 -2.51
H 2.33 -7.25 2.28
C 3.20 4.90 -2.52
C -2.79 -2.07 4.19
O 0.85 2.89 1.23
N -0.08 -1.93 -0.04
N -1.40 -1.31 2.48
H -4.10 -3.17 2.84
H 2.26 2.95 -2.29
Bi 0.13 0.32 0.72
H -3.23 -2.24 5.14
H -0.89 -2.23 -2.49
C 1.82 -2.74 1.52
C 2.91 6.30 -0.57
H 2.65 -3.75 3.28
C 0.61 -4.26 -0.07
C 3.82 -1.45 2.50
H -6.01 -3.77 -0.95
C 2.13 -3.84 2.31
C -1.63 -1.27 3.86
H -5.30 -4.84 -2.18
C -0.76 2.14 -3.29
H 1.19 -6.54 3.47
C 2.01 4.12 -0.54

No. 4
14
Properties=species:S:1:pos:R:3 method="wB97M-V/def2-TZVPD" e_lumo_ev=0.657 homo_ev=-9.37 e_above_lowest_kcal_mol=130.8 gap_ev=10.03
C -1.08 1.33 -0.50
H 2.08 0.01 0.06
N -0.27 -1.01 -0.81
H -1.27 -1.14 -0.91
H 0.53 -0.16 1.39
H 0.53 0.74 -1.78
O 0.93 1.13 1.39
O -2.20 0.92 -0.30
C 0.19 -1.32 0.55
H -0.84 2.41 -0.47
H -0.62 -1.46 1.28
C 0.07 0.40 -0.84
H 0.89 -2.17 0.60
C 1.06 0.34 0.33

No. 5
15
Properties=species:S:1:pos:R:3 method="wB97M-V/def2-TZVPD" e_lumo_ev=0.688 homo_ev=-10.24 e_above_lowest_kcal_mol=43.8 gap_ev=10.93
C -0.42 1.40 1.38
H 0.74 -2.08 -0.13
H -0.26 0.38 -1.36
O 0.81 2.08 1.22
H -0.54 -1.86 -2.49
H 1.18 0.63 -0.45
H 0.82 2.81 1.98
H -1.77 0.24 0.26
O -1.17 1.79 2.28
C 0.68 -1.37 -0.95
C -0.70 0.16 0.58
H -0.92 -0.59 1.42
C 0.35 0.01 -0.54
H 1.60 -1.60 -1.64
O -0.38 -2.01 -1.57

No. 6
14
Properties=species:S:1:pos:R:3 method="wB97M-V/def2-TZVPD" e_lumo_ev=0.663 homo_ev=-9.17 e_above_lowest_kcal_mol=165.9 gap_ev=9.83
H 0.07 0.78 0.08
C -2.15 0.56 -0.08
N -1.73 -0.16 1.15
H 1.75 0.27 2.07
O 2.28 -0.35 1.55
C 0.73 -0.25 -0.33
C -0.12 -1.24 -0.64
C -0.89 -0.17 0.03
H -2.91 0.11 -0.72
H -2.18 -1.06 1.29
H 2.73 -0.77 -0.37
H 2.50 0.96 -0.05
C 2.13 -0.04 0.19
H -2.21 1.64 0.03

| no. | DFT total energy (Ha) |
| --- | --- |
| 1 | -416.6543 |
| 2 | -5535.9924 |
| 3 | -4105.3023 |
| 4 | -361.6724 |
| 5 | -382.8950 |
| 6 | -324.4601 |